[1]
The following is a quantum chemistry calculation of a cluster of 2 separate species, C7H12N2O in total at a distorted geometry, from the OMol25 dataset.

Positions of all 22 atoms, in Å:
C  1.40  -1.14  1.00
C  0.30  -0.25  0.43
C  -0.97  -1.02  0.26
N  -1.92  -1.65  0.06
N  0.08  1.02  1.15
C  0.02  1.80  -0.10
C  0.61  0.59  -0.82
C  1.88  0.55  -1.61
C  0.57  0.21  -2.26
H  2.30  -0.53  1.11
H  1.11  -1.53  1.99
H  1.61  -1.98  0.33
H  -0.74  1.05  1.76
H  -1.00  2.04  -0.43
H  0.63  2.71  -0.10
H  2.35  1.51  -1.84
H  2.59  -0.26  -1.41
H  0.38  -0.84  -2.50
H  0.13  0.93  -2.96
O  -4.12  -0.95  2.08
H  -3.92  -1.60  1.38
H  -3.28  -0.69  2.47

E_tot, eV: -12479.413
Charge: 0
SMILES: C[C@@]1(C#N)NCC12CC2.O
Strongest force on any atom, hartree/bohr: 0.029
HOMO-LUMO gap, eV: 10.486

Here are the Löwdin charges for atoms 1 to 8, given in e: -0.02, -0.46, -0.12, 0.17, 0.04, -0.11, -0.37, -0.07

---

[2]
The following is a quantum chemistry calculation of a cluster of 4 separate species, CH10O3S in total, from the OMol25 dataset.

Positions of all 15 atoms, in Å:
C  1.30  -0.74  -1.71
S  0.23  0.29  -2.75
H  0.80  -1.06  -0.80
H  1.65  -1.65  -2.21
H  2.14  -0.10  -1.47
H  -0.52  -0.66  -3.33
O  -0.27  -0.89  2.23
H  -0.21  -1.85  2.29
H  0.37  -0.52  2.85
O  0.78  1.84  0.41
H  0.27  2.19  -0.32
H  0.30  1.07  0.74
O  -2.21  1.09  1.42
H  -3.01  0.67  1.07
H  -1.62  0.33  1.58

E_tot, eV: -18176.832
Charge: 0
SMILES: CS.O.O.O
Strongest force on any atom, hartree/bohr: 0.014
HOMO-LUMO gap, eV: 9.296

Here are the Löwdin charges for atoms 1 to 8, given in e: -0.49, 0.63, 0.01, 0.03, 0.02, -0.17, -0.04, 0.06

---

[3]
The following is a quantum chemistry calculation of a cluster of 11 separate species, C32H52BCl12N4O8 in total at a distorted geometry, from the OMol25 dataset.

Positions of all 109 atoms, in Å:
O  2.11  -1.92  -1.53
C  1.21  -1.44  -0.83
O  0.29  -0.60  -1.31
B  -0.63  -0.17  -0.21
O  -0.23  -1.02  0.94
C  0.90  -1.69  0.64
O  1.58  -2.36  1.39
O  -2.07  -0.27  -0.50
C  -2.63  0.88  -0.46
O  -3.83  1.11  -0.62
C  -1.52  1.96  -0.05
O  -0.41  1.27  0.12
O  -1.72  3.17  0.11
C  2.90  4.12  -2.11
C  3.63  3.00  -1.50
C  2.92  1.65  -1.68
C  2.58  1.27  -3.03
N  2.32  0.94  -4.15
H  2.65  3.91  -3.15
H  3.41  5.08  -2.06
H  1.91  4.19  -1.66
H  3.65  3.12  -0.42
H  4.69  2.96  -1.73
H  2.02  1.59  -1.06
H  3.55  0.86  -1.26
C  -0.55  -4.78  -2.04
C  -1.92  -5.05  -1.47
C  -2.33  -4.23  -0.20
C  -1.46  -4.51  0.93
N  -0.69  -4.75  1.78
H  -0.42  -3.84  -2.57
H  -0.20  -5.58  -2.70
H  0.14  -4.68  -1.21
H  -2.02  -6.08  -1.13
H  -2.64  -5.06  -2.28
H  -3.35  -4.38  0.13
H  -2.15  -3.18  -0.43
C  4.54  -6.64  0.98
C  4.45  -5.12  0.79
C  4.18  -4.32  2.03
C  2.92  -4.64  2.73
N  1.92  -4.88  3.25
H  4.43  -7.24  0.08
H  3.78  -6.97  1.70
H  5.51  -6.85  1.42
H  3.66  -4.81  0.10
H  5.37  -4.74  0.35
H  4.07  -3.25  1.82
H  5.05  -4.40  2.68
C  0.98  -0.30  6.60
C  0.14  0.38  5.48
C  0.38  -0.29  4.07
C  0.15  -1.73  3.99
N  -0.04  -2.88  4.02
H  2.01  -0.37  6.25
H  0.52  -1.29  6.67
H  0.94  0.36  7.47
H  0.29  1.46  5.49
H  -0.89  0.17  5.76
H  1.42  -0.16  3.76
H  -0.32  0.08  3.32
Cl  -0.78  6.13  -1.46
C  -2.32  6.97  -0.86
C  -2.64  6.41  0.52
Cl  -1.32  6.77  1.63
H  -3.09  6.95  -1.63
H  -2.06  8.01  -0.69
H  -2.72  5.32  0.44
H  -3.54  6.76  1.04
Cl  5.44  -0.16  -2.61
C  5.61  -1.83  -3.04
C  7.06  -2.25  -2.68
Cl  7.46  -3.83  -3.34
H  5.39  -1.93  -4.11
H  4.79  -2.32  -2.52
H  7.44  -2.19  -1.66
H  7.75  -1.56  -3.18
Cl  -0.69  -1.06  -4.49
C  -1.94  0.25  -4.31
C  -1.18  1.56  -4.13
Cl  -2.37  2.92  -4.17
H  -2.52  -0.07  -3.44
H  -2.55  0.23  -5.21
H  -0.47  1.68  -4.94
H  -0.57  1.60  -3.23
Cl  -7.96  0.48  0.87
C  -6.67  -0.54  1.53
C  -6.98  -1.99  1.24
Cl  -5.52  -3.00  1.21
H  -6.62  -0.28  2.59
H  -5.77  -0.21  1.02
H  -7.45  -2.14  0.27
H  -7.62  -2.39  2.03
Cl  2.63  5.26  2.34
C  1.34  4.21  1.75
C  1.33  2.88  2.59
Cl  2.59  1.79  2.04
H  1.52  4.05  0.69
H  0.41  4.77  1.76
H  0.34  2.42  2.53
H  1.40  3.04  3.66
Cl  -5.42  5.68  -0.97
C  -4.88  4.20  -1.71
C  -6.02  3.19  -1.67
Cl  -7.36  3.59  -2.82
H  -3.98  3.81  -1.23
H  -4.65  4.45  -2.75
H  -6.34  3.14  -0.63
H  -5.67  2.17  -1.82

E_tot, eV: -207321.426
Charge: -1
Strongest force on any atom, hartree/bohr: 0.100
HOMO-LUMO gap, eV: 10.068

Here are the Löwdin charges for atoms 1 to 8, given in e: 0.11, -0.36, 0.16, -0.86, 0.19, -0.35, 0.13, 0.24

---

[4]
The following is a quantum chemistry calculation of a cluster of 5 separate species, C2H12O5 in total at a distorted geometry, from the OMol25 dataset.

Positions of all 19 atoms, in Å:
C  0.23  -0.90  -1.46
C  1.14  -1.63  -0.81
O  1.42  -1.58  0.53
H  0.43  -0.69  -2.50
H  -0.71  -0.59  -1.01
H  1.95  -2.12  -1.37
H  2.25  -1.10  0.56
O  -1.57  -1.32  1.03
H  -2.04  -1.88  1.66
H  -1.20  -2.01  0.47
O  -3.32  1.54  -1.40
H  -2.96  2.42  -1.23
H  -3.03  1.44  -2.31
O  -0.70  1.77  1.37
H  -0.60  0.84  1.11
H  -1.67  1.71  1.49
O  3.41  1.33  0.36
H  3.39  1.78  1.21
H  2.53  1.49  0.01

E_tot, eV: -12504.557
Charge: 0
SMILES: C=CO.O.O.O.O
Strongest force on any atom, hartree/bohr: 0.039
HOMO-LUMO gap, eV: 10.082

Here are the Löwdin charges for atoms 1 to 8, given in e: 0.02, -0.27, -0.04, 0.06, 0.04, 0.11, 0.07, -0.05

---

[5]
The following is a quantum chemistry calculation of a structure of composition C2H4ClNO2 at a distorted geometry, from the OMol25 dataset.

Positions of all 10 atoms, in Å:
C  0.05  -0.16  -0.78
C  -1.22  0.07  -0.09
H  1.64  -0.10  -1.60
H  1.52  0.13  0.92
H  -1.96  0.50  -0.93
H  -1.67  -1.09  0.05
N  1.13  -0.21  0.11
O  2.12  -0.78  -0.63
O  0.31  -0.25  -2.01
Cl  -1.16  0.64  1.59

E_tot, eV: -20242.229
Charge: 0
Strongest force on any atom, hartree/bohr: 0.113
HOMO-LUMO gap, eV: 9.594

Here are the Löwdin charges for atoms 1 to 8, given in e: -0.52, -0.54, 0.20, 0.10, 0.14, 0.16, -0.06, -0.15

---

[6]
The following is a quantum chemistry calculation of an isolated molecule of CH4N2O at a distorted geometry, from the OMol25 dataset.

Positions of all 8 atoms, in Å:
C  0.69  -0.12  0.13
N  2.03  0.12  -0.26
N  -1.58  0.27  0.02
O  -0.29  0.67  -0.22
H  0.59  -0.99  0.75
H  2.48  -0.48  0.39
H  -1.76  -0.55  -0.52
H  -2.17  1.08  -0.29

E_tot, eV: -6122.803
Charge: 0
Strongest force on any atom, hartree/bohr: 0.053
Spin multiplicity: 3
HOMO-LUMO gap (spin up / spin down), eV: 6.821 / 8.299

Quick look at the Löwdin charges, all values in e: -0.34, 0.12, 0.05, -0.13, 0.08, 0.02, 0.08, 0.12

---

[7]
The following is a quantum chemistry calculation of the ion C4H10N3O with charge +1 at a distorted geometry, from the OMol25 dataset.

Positions of all 18 atoms, in Å:
C  -1.14  -0.21  1.04
C  -1.05  0.44  -0.26
C  -2.17  0.26  -1.21
N  -0.06  1.04  -0.75
O  1.02  1.34  0.07
C  2.00  0.48  -0.05
N  3.13  0.69  0.66
N  1.84  -0.69  -0.69
H  -0.03  -0.45  1.33
H  -1.55  0.39  1.84
H  -1.77  -1.16  0.93
H  -1.83  0.49  -2.22
H  -2.81  1.06  -0.82
H  -2.79  -0.60  -1.02
H  3.18  1.64  1.18
H  3.95  0.04  0.81
H  1.11  -0.71  -1.33
H  2.33  -1.50  -0.48

E_tot, eV: -10819.763
Charge: +1
SMILES: CC(C)=NOC(N)=[NH2+]
Strongest force on any atom, hartree/bohr: 0.060
HOMO-LUMO gap, eV: 11.319

Here are the Löwdin charges for atoms 1 to 8, given in e: 0.00, -0.41, 0.00, 0.09, 0.06, -0.41, 0.20, 0.25

---

[8]
The following is a quantum chemistry calculation of a cluster of 2 separate species, C21H33IN3O6S in total at a distorted geometry, from the OMol25 dataset.

Positions of all 65 atoms, in Å:
O  5.44  -5.19  1.22
S  5.16  -4.64  -0.07
O  6.08  -3.76  -0.68
O  4.89  -5.83  -1.07
C  3.58  -3.82  0.00
C  3.60  -2.76  1.10
C  2.25  -2.65  1.82
N  1.91  -1.24  2.15
C  1.33  -1.12  3.54
C  0.50  0.20  3.47
N  0.62  0.61  2.05
C  1.64  1.63  1.78
C  1.50  2.25  0.39
C  2.87  2.45  -0.26
I  3.35  0.77  -1.47
C  0.93  -0.60  1.44
N  0.33  -1.05  0.39
C  -0.71  -0.33  -0.35
C  -1.99  -1.16  -0.52
C  -3.23  -0.36  -0.22
C  -3.34  0.49  0.88
C  -4.50  1.23  1.11
C  -5.58  1.13  0.23
C  -5.49  0.27  -0.86
C  -4.33  -0.47  -1.09
H  4.23  -6.43  -0.70
H  2.81  -4.58  0.15
H  3.42  -3.34  -0.96
H  4.34  -3.06  1.84
H  3.92  -1.80  0.70
H  2.31  -3.20  2.75
H  1.47  -3.14  1.24
H  2.07  -1.17  4.32
H  0.58  -1.91  3.60
H  -0.55  0.01  3.65
H  0.89  0.97  4.11
H  2.64  1.24  1.94
H  1.50  2.41  2.52
H  1.02  3.22  0.46
H  0.87  1.63  -0.24
H  2.91  3.35  -0.87
H  3.62  2.57  0.51
H  0.59  -1.95  0.02
H  -0.32  -0.11  -1.34
H  -0.90  0.62  0.13
H  -2.05  -1.43  -1.57
H  -1.96  -2.09  0.05
H  -2.51  0.58  1.56
H  -4.54  1.89  1.96
H  -6.46  1.72  0.42
H  -6.32  0.19  -1.53
H  -4.28  -1.11  -1.96
C  -2.68  4.02  -1.74
C  -1.71  3.15  -2.51
C  -1.72  3.31  -4.01
O  -1.30  2.01  -4.46
C  -1.69  1.12  -3.52
O  -1.68  -0.06  -3.65
O  -2.08  1.75  -2.39
H  -2.90  3.58  -0.77
H  -2.25  5.02  -1.59
H  -3.62  4.13  -2.28
H  -0.70  3.26  -2.11
H  -1.04  4.08  -4.37
H  -2.73  3.50  -4.40

E_tot, eV: -57997.174
Charge: +1
Strongest force on any atom, hartree/bohr: 0.041
HOMO-LUMO gap, eV: 8.695

Here are the Löwdin charges for atoms 1 to 8, given in e: -0.26, 0.56, -0.24, -0.13, -0.24, -0.18, -0.13, 0.01

---

[9]
The following is a quantum chemistry calculation of a cluster of 3 separate species, C4H13NO2 in total at a distorted geometry, from the OMol25 dataset.

Positions of all 20 atoms, in Å:
C  0.14  -0.09  1.71
C  0.89  0.30  0.64
C  1.99  -0.57  0.13
N  0.75  1.62  0.27
C  1.85  2.40  -0.23
H  0.08  -1.18  1.88
H  -0.42  0.59  2.34
H  1.85  -1.61  0.38
H  1.91  -0.48  -0.97
H  2.99  -0.21  0.40
H  0.17  2.21  0.84
H  2.52  1.76  -0.78
H  1.52  3.18  -0.93
H  2.44  2.95  0.52
O  -4.00  0.25  -0.18
H  -3.42  0.48  -0.91
H  -3.58  0.47  0.66
O  -2.36  -3.74  -1.78
H  -2.67  -4.50  -1.30
H  -2.66  -3.83  -2.69

E_tot, eV: -9942.645
Charge: 0
SMILES: C=C(C)NC.O.O
Strongest force on any atom, hartree/bohr: 0.080
HOMO-LUMO gap, eV: 8.520

Here are the Löwdin charges for atoms 1 to 8, given in e: 0.01, -0.44, -0.06, -0.06, -0.12, 0.05, 0.04, 0.08

---

[10]
The following is a quantum chemistry calculation of an isolated molecule of C8H12N2O7 at a distorted geometry, from the OMol25 dataset.

Positions of all 29 atoms, in Å:
N  -1.53  -0.99  -1.75
C  -1.10  0.43  -1.52
C  -2.27  1.44  -1.57
C  -1.87  2.92  -1.64
O  -2.51  3.86  -1.24
O  -0.74  3.03  -2.45
C  -0.35  0.57  -0.23
O  -0.20  1.70  0.28
N  0.21  -0.52  0.29
C  0.85  -0.53  1.65
C  0.96  -1.95  2.16
C  1.53  -2.97  1.15
O  0.81  -3.71  0.54
O  2.87  -3.06  1.06
C  2.24  0.16  1.64
O  3.22  -0.48  1.94
O  2.29  1.42  1.29
H  -2.33  -1.27  -1.23
H  -1.82  -1.06  -2.76
H  -0.38  0.67  -2.31
H  -2.86  1.25  -2.47
H  -2.92  1.32  -0.69
H  -0.48  3.98  -2.43
H  -0.13  -1.40  -0.11
H  0.28  0.04  2.40
H  1.59  -1.94  3.05
H  0.01  -2.39  2.41
H  3.32  -2.24  1.49
H  1.33  1.71  1.04

E_tot, eV: -25805.344
Charge: 0
SMILES: N[C@@H](CC(=O)O)C(=O)N[C@@H](CC(=O)O)C(=O)O
Strongest force on any atom, hartree/bohr: 0.047
HOMO-LUMO gap, eV: 10.682

Here are the Löwdin charges for atoms 1 to 8, given in e: 0.05, -0.27, -0.04, -0.49, 0.12, 0.06, -0.42, 0.05

---

[11]
The following is a quantum chemistry calculation of a cluster of 7 separate species, C3H19NO8S2 in total at a distorted geometry, from the OMol25 dataset.

Positions of all 33 atoms, in Å:
N  0.42  -0.04  -1.46
C  1.56  -0.95  -1.12
C  2.78  -0.28  -0.51
S  3.49  0.89  -1.76
S  2.95  2.87  -1.48
C  0.95  -1.84  -0.16
O  1.05  -1.88  1.05
O  0.16  -2.61  -0.92
H  0.30  0.50  -0.63
H  0.60  0.64  -2.22
H  2.04  -1.60  -2.01
H  3.71  -0.86  -0.17
H  2.47  0.38  0.34
H  1.84  2.85  -2.16
H  -0.52  -3.07  -0.35
O  1.59  0.57  2.70
H  1.79  0.29  3.62
H  1.52  -0.31  2.45
O  -3.84  -1.25  0.82
H  -3.63  -0.94  1.64
H  -3.53  -0.78  0.01
O  -1.97  -3.12  1.12
H  -1.70  -2.74  1.98
H  -2.64  -2.42  0.88
O  -2.73  -0.36  -1.31
H  -3.17  -0.31  -2.05
H  -1.77  -0.23  -1.32
O  -1.25  3.16  -1.20
H  -0.93  2.90  -0.33
H  -1.38  4.08  -1.10
O  0.01  2.28  1.48
H  0.52  1.62  2.09
H  -0.70  2.57  2.08

E_tot, eV: -42959.586
Charge: 0
SMILES: N[C@@H](CSS)C(=O)O.O.O.O.O.O.O
Strongest force on any atom, hartree/bohr: 0.146
HOMO-LUMO gap, eV: 9.377

Here are the Löwdin charges for atoms 1 to 8, given in e: 0.08, -0.40, -0.48, 0.42, 0.34, -0.53, 0.11, 0.10

---

[12]
The following is a quantum chemistry calculation of a cluster of 7 separate species, C29H47BO20 in total at a distorted geometry, from the OMol25 dataset.

Positions of all 97 atoms, in Å:
C  -5.60  3.38  3.33
C  -7.09  3.69  3.27
C  -7.55  4.21  1.95
O  -8.71  4.95  2.30
C  -8.50  5.38  3.59
O  -9.20  6.20  4.16
O  -7.41  4.77  4.14
H  -5.28  3.22  4.36
H  -5.37  2.49  2.74
H  -5.01  4.22  2.94
H  -7.66  2.82  3.60
H  -7.81  3.41  1.25
H  -6.84  4.89  1.47
C  0.04  -3.92  -2.78
C  0.95  -2.88  -3.38
C  2.23  -3.43  -3.93
O  3.10  -2.31  -3.85
C  2.64  -1.54  -2.82
O  3.25  -0.60  -2.34
O  1.42  -1.98  -2.39
H  -0.77  -3.45  -2.21
H  -0.40  -4.55  -3.56
H  0.58  -4.57  -2.08
H  0.41  -2.29  -4.13
H  2.14  -3.78  -4.96
H  2.66  -4.23  -3.32
C  -6.63  -3.86  -1.81
C  -5.57  -3.67  -0.74
C  -4.84  -2.36  -0.82
O  -3.61  -2.66  -0.19
C  -3.39  -4.00  -0.39
O  -2.34  -4.57  -0.15
O  -4.51  -4.61  -0.89
H  -6.97  -4.90  -1.83
H  -7.48  -3.21  -1.62
H  -6.23  -3.64  -2.80
H  -6.00  -3.83  0.26
H  -5.36  -1.56  -0.30
H  -4.63  -2.04  -1.85
C  -2.58  3.60  8.65
C  -2.18  3.51  7.19
C  -3.33  3.35  6.24
O  -2.73  2.71  5.14
C  -1.67  2.00  5.64
O  -1.03  1.17  5.01
O  -1.43  2.33  6.94
H  -1.71  3.50  9.29
H  -3.07  4.56  8.85
H  -3.27  2.80  8.92
H  -1.55  4.36  6.92
H  -3.77  4.31  5.95
H  -4.13  2.70  6.63
C  5.31  0.65  -4.61
C  4.62  1.43  -5.72
C  4.97  0.94  -7.10
O  4.74  2.10  -7.88
C  4.96  3.17  -7.06
O  5.04  4.33  -7.43
O  5.08  2.77  -5.75
H  5.19  1.17  -3.65
H  4.88  -0.36  -4.52
H  6.38  0.56  -4.79
H  3.54  1.44  -5.55
H  4.32  0.12  -7.43
H  6.01  0.65  -7.21
C  7.20  -2.08  0.20
C  7.69  -2.71  -1.09
C  7.85  -1.74  -2.22
O  7.72  -2.58  -3.36
C  6.92  -3.62  -2.97
O  6.43  -4.44  -3.73
O  6.74  -3.62  -1.61
H  6.90  -2.86  0.91
H  7.98  -1.46  0.65
H  6.32  -1.46  0.02
H  8.62  -3.27  -0.90
H  8.82  -1.25  -2.22
H  7.06  -0.98  -2.26
C  3.49  -0.71  1.91
C  2.80  0.62  1.16
C  1.56  0.05  0.25
O  0.60  1.06  -0.20
B  -0.56  1.20  0.71
C  -1.53  -0.01  1.25
C  -3.14  0.43  1.21
O  -3.64  1.39  2.04
H  3.47  -0.58  3.07
H  4.61  -0.82  1.59
H  2.93  -1.71  1.63
H  2.48  1.38  1.99
H  3.63  1.02  0.43
H  1.09  -0.87  0.81
H  2.06  -0.40  -0.74
H  -0.85  2.31  1.06
H  -1.35  -1.06  0.73
H  -1.28  -0.15  2.41
H  -3.88  -0.08  0.42

E_tot, eV: -72459.841
Charge: 0
SMILES: C[C@@H]1COC(=O)O1.C[C@@H]1COC(=O)O1.C[C@@H]1COC(=O)O1.C[C@@H]1COC(=O)O1.C[C@@H]1COC(=O)O1.C[C@@H]1COC(=O)O1.CCCOBCC=O
Strongest force on any atom, hartree/bohr: 0.169
HOMO-LUMO gap, eV: 9.821

Here are the Löwdin charges for atoms 1 to 8, given in e: -0.02, -0.35, -0.12, 0.06, -0.51, 0.13, 0.08, 0.07